An isolated molecule of C6H9NO2 at a distorted geometry, computed with the ωB97M-V functional and the def2-TZVPD basis.

```
18
Properties=species:S:1:pos:R:3:forces:R:3:mulliken_charge:R:1
C 1.030903 1.106229 1.385137 -0.3 0.0 0.6 -1.085
C 0.262570 -0.150493 1.070047 0.7 -1.4 0.7 0.414
O 0.522764 -1.239824 1.574859 -0.3 1.3 -0.3 -0.556
C -0.834458 -0.052588 0.070743 0.0 0.1 -1.3 0.934
C -2.218207 0.006198 0.626259 -0.4 0.1 -0.1 -1.415
C -0.539775 -0.022195 -1.238472 -0.7 0.0 0.9 -0.399
C 0.829039 -0.141082 -1.779008 0.4 0.1 -0.4 0.199
N 1.490378 -1.267959 -1.411624 0.4 -0.3 0.2 -0.330
O 1.293281 0.694404 -2.536780 0.0 -0.2 0.1 -0.618
H 0.378347 1.981530 1.321072 0.1 -0.1 -0.2 0.346
H 1.420142 1.047921 2.405217 0.1 -0.1 -0.2 0.344
H 1.862671 1.215209 0.684507 -0.1 0.0 0.0 0.279
H -2.315746 0.826860 1.343686 0.0 -0.1 0.0 0.330
H -2.965264 0.157684 -0.160066 0.2 0.0 0.1 0.381
H -2.459650 -0.931796 1.137729 0.1 0.1 0.0 0.310
H -1.306185 0.116563 -1.992665 -0.1 0.0 0.1 0.405
H 1.114921 -1.942876 -0.754052 0.0 0.4 -0.2 0.235
H 2.434268 -1.403786 -1.746589 -0.2 0.1 0.0 0.227
```
Positions in Å, forces in eV/Å.

Values from the calculation:
ΔE to the lowest compared entry with this formula, charge and spin = 35.28 kJ/mol
SMILES string = CC(=O)/C(C)=C\C(N)=O
Highest occupied orbital energy = -9.7 eV
Molecular weight = 127.14 Da
Net charge = 0

---

A 4-piece molecular cluster, C6H16O4 overall at a distorted geometry, computed with the ωB97M-V functional and the def2-TZVPD basis.

```
26
Properties=species:S:1:pos:R:3:forces:R:3:mulliken_charge:R:1
C 1.358612 2.396846 -1.186559 -1.1 1.5 -0.3 -1.250
C 0.348185 1.371537 -0.652658 2.6 2.7 -0.6 0.957
C -1.007797 1.906042 -0.297307 -2.5 -3.8 1.3 -0.855
C 0.880046 0.193231 -0.378799 -3.5 -0.1 0.6 -1.016
C 0.067382 -0.798789 0.314839 -0.5 -1.8 -0.9 -0.373
C -0.939431 -1.488905 -0.232462 0.0 -1.3 0.3 -0.061
O -1.599016 -2.650760 0.330735 2.5 -0.4 1.2 -0.591
H 0.914722 2.954453 -2.124506 0.9 -0.6 2.0 0.325
H 1.576985 3.066462 -0.258739 -0.4 -0.6 -2.0 0.261
H 2.298645 1.944247 -1.517396 -0.2 -0.1 0.2 0.297
H -1.379001 2.904178 -0.550089 0.9 -0.2 -0.1 0.398
H -1.312301 1.621351 0.832846 0.9 0.9 -2.4 0.158
H -1.656611 1.127561 -0.882600 0.4 1.7 1.0 0.214
H 1.824658 -0.148545 -0.630295 1.9 0.0 -0.6 0.452
H 0.405878 -1.007777 1.300116 0.3 -0.8 0.5 0.384
H -1.370124 -1.265056 -1.220381 0.3 -0.2 0.6 0.308
H -0.940230 -3.315212 0.834512 -1.9 2.7 -1.9 0.370
O 1.661745 2.291984 1.887383 -0.9 0.9 0.3 -0.629
H 2.560039 2.080223 2.021552 1.8 0.0 0.4 0.300
H 1.310657 1.452286 1.622756 -0.8 -0.7 -0.3 0.307
O 0.081283 -2.871600 -2.732940 0.4 0.3 -0.9 -0.593
H -0.010144 -2.525280 -3.625709 -1.4 0.1 -0.4 0.306
H 1.029379 -2.799347 -2.816686 1.1 -0.4 1.2 0.289
O -1.020214 -0.051665 2.561030 -1.3 -0.2 -4.5 -0.599
H -1.401999 -0.773322 1.932011 0.8 2.3 1.0 0.388
H -1.082921 -0.539663 3.310628 -0.1 -1.8 4.3 0.254
```
Positions in Å, forces in eV/Å.

Values from the calculation:
ΔE to the lowest compared entry with this formula, charge and spin = 393.84 kJ/mol
SMILES string = CC(C)=C/C=C/O.O.O.O
Highest occupied orbital energy = -8.5 eV
Molecular weight = 152.19 Da
Net charge = 0